C6H15O2PS2 | the ωB97M-V functional and the def2-TZVPD basis

```
26
Properties=species:S:1:pos:R:3:nbo_charge:R:1
C -2.353 0.240 2.454 -0.633
C -0.118 -0.302 -2.227 -0.634
C -0.112 -2.704 -1.029 -0.624
C -0.945 0.367 1.922 -0.062
C 0.621 -1.237 -1.200 -0.297
C 0.486 -0.598 0.191 0.327
O 0.228 2.594 -0.141 -1.027
O -0.675 -0.241 0.605 -0.508
P 1.691 1.912 0.083 0.949
S 2.865 2.628 1.510 -0.609
S 2.774 2.325 -1.836 -0.351
H -2.472 0.728 3.411 0.236
H -3.011 0.722 1.717 0.220
H -2.637 -0.763 2.683 0.215
H -0.767 -1.000 -2.819 0.211
H 0.633 0.210 -2.803 0.241
H -0.893 0.229 -1.560 0.232
H 0.259 -3.322 -0.175 0.218
H -0.138 -3.333 -2.006 0.232
H -1.204 -2.416 -0.756 0.213
H -0.287 -0.259 2.593 0.183
H -0.724 1.453 1.916 0.228
H 1.680 -1.316 -1.498 0.235
H 1.136 -0.996 0.990 0.180
H 0.258 3.314 -0.775 0.501
H 3.706 1.767 -1.253 0.125
```

Charge   0
Relative energy (zero: lowest compared OMol25 entry of this formula, charge and spin)   187.30 kJ/mol
LUMO (spin up / spin down)   -0.3 / -0.3 eV



C37H49AsBrN7S2Si3V | the ωB97M-V functional and the def2-TZVPD basis

```
101
Properties=species:S:1:pos:R:3:mulliken_spin:R:1
V -1.917 -0.716 -0.145 1.211
N -3.641 -4.665 -1.513 -0.006
C -3.182 -3.417 -1.369 0.022
S -3.364 -2.652 0.172 -0.116
N -2.623 -2.835 -2.397 -0.004
N -2.228 -1.563 -2.126 0.002
C -1.956 -0.843 -3.150 0.007
C -1.621 0.542 -2.924 0.013
C -1.529 1.431 -3.984 0.005
C -1.341 2.774 -3.719 0.001
C -1.216 3.163 -2.396 0.001
C -1.282 2.209 -1.398 0.014
N -1.503 0.909 -1.631 -0.043
H -4.145 -5.117 -0.770 0.000
H -3.662 -5.074 -2.433 0.000
H -2.057 -1.254 -4.150 -0.003
H -1.633 1.062 -4.995 0.000
H -1.288 3.497 -4.521 0.000
H -1.049 4.195 -2.124 0.000
H -1.152 2.514 -0.377 0.009
S -5.662 1.805 0.019 0.004
C -5.959 0.608 -1.161 -0.014
C -4.921 -0.265 -1.305 0.020
C -3.839 0.036 -0.437 -0.147
C -4.107 1.141 0.331 0.065
C -3.097 1.684 1.204 0.017
C -3.242 2.763 2.070 0.005
C -2.155 3.177 2.814 0.002
C -0.938 2.515 2.677 0.001
C -0.864 1.448 1.811 0.041
N -1.918 1.039 1.093 -0.068
H -6.902 0.600 -1.684 0.000
H -4.953 -1.101 -1.989 0.000
H -4.199 3.259 2.154 0.000
H -2.250 4.010 3.497 0.000
H -0.066 2.818 3.237 0.000
H 0.058 0.898 1.664 -0.015
Br -4.888 0.763 6.694 0.000
C -3.912 0.089 5.234 -0.001
C -2.528 0.024 5.305 0.001
C -1.812 -0.456 4.221 -0.007
C -2.482 -0.867 3.076 0.005
C -3.867 -0.805 3.009 0.002
C -4.584 -0.333 4.095 0.000
N -1.742 -1.381 1.954 -0.025
C -0.930 -2.337 2.185 -0.001
C -0.254 -2.977 1.072 0.005
C 0.426 -4.166 1.240 0.003
C 0.962 -4.791 0.119 -0.001
C 0.831 -4.165 -1.104 0.001
C 0.145 -2.958 -1.183 0.019
N -0.426 -2.384 -0.128 -0.017
H -2.013 0.351 6.198 0.000
H -0.730 -0.487 4.261 0.000
H -4.394 -1.130 2.121 -0.004
H -5.663 -0.292 4.056 0.000
H -0.803 -2.734 3.189 -0.001
H 0.525 -4.596 2.227 0.000
H 1.482 -5.734 0.209 0.000
H 1.247 -4.595 -2.004 0.000
H 0.047 -2.451 -2.132 -0.007
C 1.671 3.721 0.515 0.000
Si 2.669 2.699 -0.703 0.001
C 4.463 3.107 -0.374 0.000
C 2.235 3.220 -2.456 0.000
As 2.071 0.396 -0.469 0.006
Si 3.218 -0.446 -2.370 -0.001
C 4.771 0.479 -2.846 0.000
C 3.731 -2.228 -2.105 0.000
C 1.970 -0.362 -3.772 -0.001
Si 3.412 -0.314 1.353 0.000
C 3.481 -2.187 1.320 0.000
C 2.476 0.222 2.896 0.000
C 5.165 0.319 1.426 0.000
H 1.996 4.762 0.440 0.000
H 1.846 3.403 1.544 0.000
H 0.598 3.698 0.328 0.000
H 4.675 4.086 -0.811 0.000
H 5.165 2.394 -0.800 0.000
H 4.657 3.183 0.696 0.000
H 1.979 4.283 -2.460 0.000
H 1.391 2.668 -2.865 0.000
H 3.078 3.091 -3.133 0.000
H 5.530 0.408 -2.066 0.000
H 4.620 1.530 -3.080 0.000
H 5.182 -0.001 -3.739 0.000
H 4.684 -2.280 -1.578 0.000
H 3.876 -2.701 -3.079 0.000
H 3.007 -2.816 -1.543 0.000
H 1.612 0.653 -3.941 0.000
H 1.102 -0.998 -3.576 -0.001
H 2.432 -0.710 -4.699 0.000
H 2.556 -2.630 0.960 0.000
H 3.683 -2.574 2.322 0.000
H 4.287 -2.529 0.670 0.000
H 1.503 -0.275 2.958 -0.001
H 2.315 1.302 2.919 0.000
H 3.039 -0.046 3.793 0.000
H 5.682 0.204 0.473 0.000
H 5.706 -0.276 2.167 0.000
H 5.236 1.362 1.726 0.000
```

Charge   +2
Relative energy (zero: lowest compared OMol25 entry of this formula, charge and spin)   0.00 kJ/mol
LUMO (spin up / spin down)   -6.9 / -6.5 eV
Spin multiplicity   2



C4H5N3O | the ωB97M-V functional and the def2-TZVPD basis

```
13
Properties=species:S:1:pos:R:3:nbo_charge:R:1
C 1.661 0.875 -0.057 0.190
O 2.421 -0.178 -0.073 -0.300
N 1.704 -1.423 0.012 -0.147
C 0.489 -0.865 -0.095 0.265
C 0.385 0.501 -0.179 -0.278
C -1.111 0.839 0.298 -0.230
N -1.607 -0.182 -0.504 -0.461
N -0.933 -1.280 0.277 -0.534
H 2.331 1.806 0.206 0.230
H -1.160 0.739 1.517 0.257
H -1.647 1.823 -0.188 0.218
H -0.929 -0.317 -1.433 0.362
H -1.603 -2.336 0.220 0.427
```

Charge   0
Relative energy (zero: lowest compared OMol25 entry of this formula, charge and spin)   816.90 kJ/mol
SMILES string   c1onc2c1CNN2
LUMO   0.7 eV



C4H10N4 | the ωB97M-V functional and the def2-TZVPD basis

```
18
Properties=species:S:1:pos:R:3:nbo_charge:R:1
H -1.229 -1.508 2.442 0.258
N -0.273 -1.960 2.373 -0.304
N 0.503 -1.445 1.617 -0.136
C 0.224 0.157 0.867 0.045
N 1.421 0.811 0.571 -0.825
C -0.555 -0.401 -0.249 -0.072
C 0.208 -1.140 -1.328 -0.644
N -1.363 0.913 -1.020 -0.412
C -0.891 2.064 -1.096 -0.088
H -0.393 0.728 1.572 0.194
H 1.907 1.179 1.377 0.385
H 2.037 0.297 -0.043 0.383
H -1.439 -0.940 0.098 0.213
H 0.767 -1.973 -0.902 0.234
H 0.898 -0.465 -1.835 0.211
H -0.489 -1.525 -2.068 0.235
H 0.036 2.415 -0.620 0.158
H -1.369 2.792 -1.757 0.166
```

Charge   0
Relative energy (zero: lowest compared OMol25 entry of this formula, charge and spin)   378.04 kJ/mol
SMILES string   [H]/N=N\[C@@H](N)[C@H](C)N=C
LUMO   1.0 eV



C5H13BrHfNO4 | the ωB97M-V functional and the def2-TZVPD basis

```
25
Properties=species:S:1:pos:R:3:nbo_charge:R:1
Hf -0.139 -1.683 0.650 2.590
Br 1.509 -0.164 1.300 -0.031
C 2.157 2.565 2.270 -0.478
N 2.029 2.024 3.657 0.495
O 0.963 2.205 4.269 -0.351
O 3.029 1.482 4.070 -0.309
H 3.164 2.346 1.914 0.252
H 2.061 3.644 2.386 0.294
H 1.406 2.040 1.679 0.126
C 0.230 1.218 -0.536 -0.349
O 0.114 -0.148 -0.659 -0.624
C -0.131 -0.488 -2.009 -0.145
C -1.497 -1.234 -1.991 -0.133
O -1.401 -2.292 -1.001 -0.673
C -2.458 -3.220 -1.172 -0.285
H 1.147 1.648 -0.941 0.276
H 0.195 1.575 0.493 0.241
H -0.602 1.755 -0.990 0.269
H 0.620 -1.205 -2.340 0.247
H -0.236 0.334 -2.717 0.307
H -1.714 -1.490 -3.028 0.294
H -2.326 -0.585 -1.710 0.241
H -2.123 -4.118 -0.654 0.235
H -2.665 -3.457 -2.216 0.276
H -3.333 -2.751 -0.723 0.235
```

Charge   +3
LUMO   -16.3 eV



C50H112N5O2 | the ωB97M-V functional and the def2-TZVPD basis

```
169
Properties=species:S:1:pos:R:3:lowdin_charge:R:1
C 6.157 5.593 -1.754 -0.112
C 6.782 5.297 -0.417 -0.254
C 5.867 5.641 0.784 -0.191
C 6.205 4.798 1.974 -0.095
N 5.282 4.998 3.230 -0.174
C 5.523 3.930 4.271 -0.114
C 4.202 3.413 4.800 -0.127
C 3.192 4.467 4.278 -0.153
C 3.799 4.978 3.019 -0.129
C 5.603 6.365 3.975 -0.091
C 7.036 6.533 4.425 -0.237
C 7.105 7.789 5.303 -0.083
H 5.261 4.999 -1.921 0.068
H 6.860 5.457 -2.568 0.082
H 5.884 6.662 -1.851 0.094
H 7.755 5.816 -0.314 0.131
H 7.048 4.233 -0.392 0.111
H 4.843 5.455 0.452 0.107
H 5.944 6.712 1.069 0.135
H 7.202 4.968 2.304 0.125
H 6.022 3.748 1.723 0.133
H 6.108 4.368 5.071 0.116
H 6.128 3.165 3.756 0.136
H 4.265 3.295 5.879 0.123
H 3.986 2.424 4.331 0.117
H 2.927 5.241 4.981 0.120
H 2.258 3.910 4.075 0.120
H 3.458 5.973 2.758 0.143
H 3.627 4.257 2.223 0.134
H 4.959 6.399 4.820 0.121
H 5.398 7.196 3.308 0.137
H 7.686 6.766 3.604 0.109
H 7.510 5.755 5.042 0.122
H 8.082 7.900 5.759 0.088
H 6.361 7.793 6.149 0.103
H 6.914 8.701 4.746 0.084
C 4.401 -2.814 -4.552 -0.088
C 3.256 -2.623 -3.552 -0.260
C 2.822 -4.013 -3.080 -0.187
C 1.570 -3.860 -2.218 -0.126
N 0.901 -5.134 -1.702 -0.221
C -0.367 -4.915 -0.979 -0.144
C -0.518 -6.113 -0.128 -0.154
C 0.874 -6.768 0.041 -0.113
C 1.815 -5.796 -0.626 -0.054
C 0.607 -6.097 -2.848 -0.094
C -0.140 -5.430 -4.041 -0.219
C -0.193 -6.421 -5.190 -0.072
H 4.718 -1.851 -4.934 0.074
H 4.061 -3.424 -5.414 0.099
H 5.261 -3.194 -4.013 0.083
H 2.417 -2.101 -4.047 0.091
H 3.612 -1.903 -2.815 0.112
H 3.625 -4.463 -2.486 0.127
H 2.680 -4.618 -3.954 0.109
H 0.922 -3.355 -2.918 0.110
H 1.767 -3.250 -1.333 0.133
H -1.259 -4.823 -1.572 0.130
H -0.215 -4.011 -0.433 0.123
H -1.317 -6.775 -0.407 0.126
H -0.912 -5.698 0.767 0.109
H 0.812 -7.711 -0.533 0.132
H 1.150 -6.985 1.082 0.133
H 2.634 -6.207 -1.224 0.141
H 2.060 -4.966 0.051 0.140
H -0.011 -6.825 -2.381 0.112
H 1.570 -6.624 -3.098 0.165
H 0.446 -4.567 -4.337 0.087
H -1.153 -5.073 -3.745 0.121
H -0.655 -7.348 -4.888 0.087
H 0.867 -6.546 -5.490 0.097
H -0.671 -6.004 -6.075 0.090
C 1.386 0.432 -5.848 -0.097
C 1.114 1.659 -5.023 -0.230
C -0.144 1.436 -4.081 -0.173
C -0.240 2.595 -3.137 -0.129
N -1.496 2.668 -2.252 -0.212
C -1.298 3.788 -1.258 -0.094
C -1.072 3.116 0.084 -0.125
C -1.943 1.824 -0.056 -0.131
C -1.588 1.384 -1.445 -0.117
C -2.765 2.748 -3.057 -0.133
C -2.854 4.037 -3.865 -0.217
C -4.230 4.193 -4.520 -0.079
H 1.395 -0.432 -5.232 0.036
H 2.351 0.582 -6.295 0.087
H 0.652 0.239 -6.608 0.085
H 1.119 2.549 -5.664 0.126
H 1.986 1.857 -4.361 0.117
H -0.009 0.487 -3.539 0.112
H -1.011 1.320 -4.759 0.128
H -0.230 3.588 -3.604 0.138
H 0.621 2.491 -2.476 0.140
H -2.270 4.346 -1.307 0.147
H -0.495 4.490 -1.535 0.150
H -1.366 3.696 0.949 0.125
H -0.013 2.869 0.151 0.115
H -2.941 2.121 0.127 0.105
H -1.607 1.105 0.710 0.126
H -2.173 0.664 -1.989 0.129
H -0.606 0.982 -1.394 0.113
H -3.660 2.818 -2.401 0.152
H -2.796 1.828 -3.621 0.120
H -2.039 4.086 -4.608 0.124
H -2.695 4.847 -3.178 0.100
H -4.532 3.382 -5.183 0.079
H -4.258 5.016 -5.235 0.088
H -5.079 4.363 -3.800 0.101
C -11.268 -4.863 -0.585 -0.089
C -9.932 -4.480 -1.268 -0.249
C -9.246 -3.310 -0.510 -0.186
C -7.932 -2.860 -1.193 -0.066
N -7.270 -1.510 -0.799 -0.212
C -5.854 -1.500 -1.250 -0.124
C -5.134 -2.508 -0.346 -0.123
C -6.010 -2.501 0.961 -0.121
C -7.031 -1.438 0.703 -0.121
C -8.071 -0.251 -1.232 -0.091
C -8.114 -0.065 -2.739 -0.222
C -8.758 1.327 -3.056 -0.070
H -11.760 -5.730 -1.121 0.107
H -11.971 -4.031 -0.583 0.076
H -11.036 -5.111 0.445 0.072
H -10.095 -4.061 -2.256 0.106
H -9.329 -5.399 -1.305 0.116
H -9.193 -3.533 0.596 0.133
H -10.035 -2.571 -0.552 0.107
H -8.221 -2.676 -2.245 0.131
H -7.159 -3.607 -1.080 0.121
H -5.535 -0.471 -1.097 0.135
H -5.905 -1.843 -2.278 0.136
H -4.151 -2.088 -0.136 0.102
H -4.978 -3.435 -0.838 0.099
H -5.435 -2.161 1.794 0.108
H -6.398 -3.487 1.209 0.126
H -6.747 -0.478 1.087 0.131
H -7.975 -1.529 1.236 0.141
H -7.565 0.550 -0.728 0.119
H -9.046 -0.308 -0.765 0.142
H -8.638 -0.869 -3.270 0.115
H -7.159 -0.052 -3.250 0.098
H -8.159 2.086 -2.551 0.069
H -9.843 1.370 -2.893 0.094
H -8.493 1.596 -4.104 0.091
C 6.556 -0.789 4.814 -0.101
O 5.240 -0.525 5.258 -0.226
C 5.041 -1.007 6.619 -0.165
C 4.547 -2.438 6.627 -0.071
N 3.050 -2.472 6.423 0.062
H 2.641 -3.287 6.878 0.189
H 2.612 -1.627 6.852 0.171
C 2.607 -2.347 4.978 -0.074
C 1.095 -1.990 4.908 -0.153
O 0.936 -0.828 5.740 -0.222
C 0.359 0.345 5.223 -0.096
H 7.371 -0.309 5.382 0.103
H 6.693 -0.493 3.779 0.090
H 6.765 -1.872 4.978 0.100
H 4.394 -0.262 7.110 0.144
H 5.984 -0.962 7.161 0.136
H 4.790 -2.859 7.614 0.156
H 4.891 -3.042 5.783 0.140
H 2.766 -3.300 4.489 0.136
H 3.170 -1.525 4.535 0.128
H 0.444 -2.782 5.279 0.134
H 0.889 -1.696 3.875 0.122
H 0.562 0.546 4.146 0.080
H 0.902 1.160 5.761 0.108
H -0.752 0.297 5.274 0.107
```

Charge   +5
LUMO   -9.9 eV



C3H8O2S | the ωB97M-V functional and the def2-TZVPD basis

```
14
Properties=species:S:1:pos:R:3:nbo_charge:R:1
C -1.513 1.368 0.032 -0.040
C -0.381 -0.878 1.303 -0.812
C 1.858 -0.313 -0.409 -0.879
O -0.536 -0.704 -1.286 -1.014
O -1.813 1.566 -1.265 -0.693
S 0.135 0.045 -0.208 1.331
H -1.041 2.331 0.357 0.151
H 0.347 -1.068 2.057 0.229
H -1.207 -0.259 1.657 0.243
H -0.914 -1.763 0.930 0.252
H 2.275 0.626 -0.109 0.225
H 2.283 -1.201 0.070 0.235
H 2.214 -0.402 -1.422 0.258
H -1.708 0.655 -1.706 0.514
```

Charge   0
Relative energy (zero: lowest compared OMol25 entry of this formula, charge and spin)   138.05 kJ/mol
LUMO (spin up / spin down)   0.7 / -1.0 eV
Spin multiplicity   3



C5H11FN2 | the ωB97M-V functional and the def2-TZVPD basis

```
19
Properties=species:S:1:pos:R:3:nbo_charge:R:1
C -2.522 0.230 -0.046 -0.615
C -1.025 0.385 0.568 -0.091
N -0.507 -1.018 1.188 -0.637
C 0.652 -1.273 0.185 -0.269
C 1.432 -0.001 0.094 -0.094
N 2.313 0.128 -1.080 -0.893
C 0.185 1.053 -0.147 0.165
F -0.243 0.663 -1.571 -0.438
H -3.192 0.495 0.963 0.231
H -2.640 -0.616 -0.710 0.227
H -2.368 1.258 -0.741 0.218
H -1.379 1.241 1.409 0.192
H -0.152 -0.751 2.172 0.349
H 1.126 -2.162 0.667 0.221
H 0.056 -1.630 -0.874 0.225
H 2.224 0.138 1.007 0.227
H 2.197 -0.172 -2.065 0.403
H 3.451 -0.081 -0.821 0.363
H 0.392 2.113 -0.197 0.213
```

Charge   0
Relative energy (zero: lowest compared OMol25 entry of this formula, charge and spin)   445.09 kJ/mol
SMILES string   C[C@H]1NC[C@@H](N)[C@H]1F
LUMO   0.8 eV



C32H23BrCl3N4O2PtS | the ωB97M-V functional and the def2-TZVPD basis

```
67
Properties=species:S:1:pos:R:3:nbo_charge:R:1
Pt -0.643 0.871 -2.307 0.982
Br -5.817 -0.385 -7.312 0.092
C -4.655 0.224 -5.959 -0.146
C -4.528 1.599 -5.713 -0.160
C -3.713 2.059 -4.710 -0.225
C -2.986 1.178 -3.890 0.396
O -2.331 1.711 -2.876 -0.694
C -3.056 -0.212 -4.194 -0.248
C -2.232 -1.209 -3.590 0.219
N -1.384 -0.972 -2.638 -0.527
C -0.523 -1.965 -2.103 0.205
C -0.860 -3.272 -1.881 -0.229
C 0.111 -4.177 -1.394 -0.176
C 1.398 -3.776 -1.167 -0.178
C 1.764 -2.422 -1.369 -0.080
C 3.079 -1.920 -1.210 -0.094
C 3.334 -0.601 -1.448 -0.260
C 2.269 0.259 -1.784 0.098
N 1.036 -0.174 -1.913 -0.430
C 0.778 -1.516 -1.774 0.118
C -3.920 -0.661 -5.222 -0.146
H -5.077 2.302 -6.326 0.240
H -3.617 3.118 -4.513 0.233
H -2.328 -2.230 -3.958 0.203
H -1.867 -3.612 -2.081 0.236
H -0.172 -5.206 -1.223 0.240
H 2.148 -4.481 -0.834 0.234
H 3.873 -2.596 -0.919 0.237
H 4.332 -0.195 -1.371 0.242
H 2.425 1.320 -1.928 0.226
H -3.993 -1.723 -5.419 0.227
Cl -3.697 -3.035 3.333 0.032
C -2.378 -1.913 3.307 -0.003
C -1.461 -1.955 2.271 -0.260
C -0.416 -1.048 2.276 -0.123
C -0.259 -0.097 3.281 -0.124
C 0.926 0.837 3.196 0.092
C 0.544 2.291 2.886 -0.233
N -0.173 2.336 1.622 -0.320
C -1.533 2.430 1.458 -0.062
C -1.768 2.305 0.125 -0.080
N -0.566 2.117 -0.517 -0.541
C 0.368 2.149 0.410 0.190
O 1.713 0.846 4.365 -0.521
C 3.011 0.293 4.178 -0.079
C 3.830 1.100 3.209 -0.159
C 4.200 2.399 3.411 -0.247
Cl 3.863 3.349 4.795 0.076
S 5.083 3.056 2.103 0.513
C 4.979 1.583 1.242 -0.438
C 4.290 0.639 1.940 -0.247
C -1.203 -0.085 4.304 0.005
Cl -1.117 1.067 5.600 0.033
C -2.259 -0.983 4.327 -0.250
H -1.560 -2.691 1.485 0.230
H 0.310 -1.079 1.470 0.199
H 1.522 0.487 2.344 0.184
H 1.456 2.886 2.832 0.232
H -0.096 2.713 3.656 0.241
H -2.194 2.579 2.293 0.242
H -2.695 2.330 -0.419 0.248
H 1.430 2.047 0.253 0.213
H 2.939 -0.742 3.827 0.182
H 3.465 0.287 5.168 0.225
H 5.454 1.492 0.279 0.240
H 4.126 -0.370 1.585 0.223
H -2.978 -0.955 5.132 0.252
```

Charge   +1
Relative energy (zero: lowest compared OMol25 entry of this formula, charge and spin)   155.83 kJ/mol
LUMO   -3.9 eV



Number 1: E_tot -41517.653 eV. Number 2: E_tot -251458.946 eV. Number 3: E_tot -10739.148 eV. Number 4: E_tot -10266.933 eV. Number 5: E_tot -86384.129 eV. Number 6: E_tot -65164.682 eV. Number 7: E_tot -18164.438 eV. Number 8: E_tot -11056.361 eV. Number 9: E_tot -165299.594 eV.